# 1
84
Properties=species:S:1:pos:R:3:forces:R:3:lowdin_charge:R:1 method="wB97M-V/def2-TZVPD" largest_force_ev_per_a=3.7 total_energy_ev=-181047.02243 total_charge=0
C 6.588349 -1.538957 0.028374 -0.364 0.686 0.412 -0.079
C 5.185502 -2.092493 -0.179908 0.280 -0.343 0.060 -0.267
O 4.547165 -1.614588 -1.350065 0.345 0.028 0.147 -0.149
C 4.203273 -0.243374 -1.262757 -0.727 0.034 -0.171 -0.225
C 2.697436 -0.064609 -0.965590 1.310 -0.058 -0.184 -0.146
O 2.566408 0.631933 0.266798 -0.476 0.316 -0.407 -0.077
C 1.259830 1.167019 0.509949 1.005 -0.701 0.230 -0.399
C 1.236350 2.625151 0.005458 -0.452 -0.746 0.531 -0.198
O 2.162689 3.362137 0.819845 -0.296 0.057 -1.009 -0.213
C 3.304271 3.805240 0.122343 0.085 0.976 0.699 -0.307
C 4.547823 3.368705 0.938940 0.284 -0.387 -0.841 -0.276
C 1.119965 1.216399 2.103033 0.225 -0.091 0.979 -0.704
O 1.869226 0.502974 2.768039 0.067 0.258 -0.572 0.018
O 0.237437 2.004559 2.562041 -0.236 0.482 -1.164 -0.129
N 0.261458 0.294067 -0.141459 -0.871 1.252 0.864 -0.386
S -0.650004 -0.660664 0.946472 -0.081 -0.830 -0.093 0.905
C -0.545655 1.018668 -1.127910 -0.533 -0.786 -0.761 -0.236
C -1.621883 0.156111 -1.817157 -0.255 0.579 -0.023 -0.202
C -3.008758 0.611295 -1.297450 0.413 -1.491 -0.456 -0.144
C -4.009327 -0.437963 -1.594443 0.263 0.447 -0.550 -0.468
O -3.906625 -1.071344 -2.655059 -0.151 -0.154 -0.957 -0.053
O -5.018007 -0.733597 -0.775161 0.354 -0.494 -0.177 0.007
C -4.512126 -1.554966 0.347565 0.200 0.626 0.272 -0.165
C -4.457669 -0.668410 1.582793 0.595 -0.413 -0.018 -0.054
H 7.225778 -1.610045 -0.849175 -0.024 -0.317 -0.054 0.082
H 6.541652 -0.476673 0.284141 0.035 0.046 -0.069 0.058
H 7.051016 -2.011352 0.892810 0.149 -0.202 -0.121 0.063
H 5.272145 -3.175330 -0.277456 -0.226 -0.043 -0.179 0.114
H 4.554036 -1.900027 0.695295 0.045 0.076 0.062 0.126
H 4.450463 0.207030 -2.219817 0.092 0.056 -0.022 0.084
H 4.748123 0.295598 -0.492946 0.250 -0.122 0.018 0.061
H 2.311045 -1.080676 -0.912772 -0.464 0.112 0.012 0.129
H 2.266245 0.487500 -1.806408 -0.337 -0.014 0.099 0.118
H 0.242525 3.045311 0.216251 1.196 -2.177 -1.643 -0.018
H 1.393007 2.755528 -1.064180 0.518 -0.045 0.048 0.139
H 3.456597 3.423624 -0.908647 -0.614 0.058 1.039 -0.027
H 3.304814 4.901215 0.069269 -0.091 0.014 -0.035 0.130
H 4.675908 2.295091 0.793723 0.084 -0.122 0.625 0.063
H 5.468292 3.847318 0.597372 0.013 0.283 0.208 -0.013
H 4.342011 3.558797 2.051169 -2.191 -0.970 -0.868 -0.026
H -1.288687 0.214729 1.763289 0.283 0.280 -0.276 -0.087
H -1.116436 1.848149 -0.700842 0.248 0.214 -0.015 0.116
H 0.106546 1.359608 -1.932056 0.228 0.266 0.254 0.115
H -1.585063 0.421753 -2.893372 0.197 -0.011 0.035 0.081
H -1.422826 -0.914015 -1.746326 0.044 -0.008 0.266 0.098
H -3.243579 1.609507 -1.809285 -0.659 -0.181 1.049 0.104
H -2.983078 0.841329 -0.241905 -0.082 0.145 0.055 0.093
H -5.142862 -2.434819 0.477865 -0.153 0.466 -0.275 0.091
H -3.515862 -1.908822 0.070222 0.043 -0.015 0.087 0.110
H -5.155190 0.159349 1.501888 -0.291 -0.152 0.098 0.095
H -3.465293 -0.231177 1.668385 0.023 0.127 0.019 0.028
H -4.621078 -1.270497 2.472806 -0.231 0.106 0.072 0.074
Mg 5.402189 4.155028 3.043641 0.158 1.501 1.444 1.423
C -4.670317 -1.201884 -6.015235 0.019 0.004 -0.184 -1.024
Cl -4.451797 0.557647 -6.073719 0.151 -0.093 0.245 0.560
Cl -3.706659 -2.018741 -7.250155 0.030 -0.035 0.067 0.548
H -4.358173 -1.556732 -5.037864 -0.372 -0.201 0.035 -0.023
H -5.716549 -1.434601 -6.168067 -0.012 0.039 0.012 0.043
Br 5.445354 2.937492 -1.593581 1.483 -0.272 -1.422 0.126
K -0.115176 4.369657 1.347212 -1.258 2.235 2.618 1.014
F -3.792971 2.932865 -1.080322 0.262 0.580 -0.240 -0.662
C 10.248322 -3.163329 1.185670 0.113 0.285 -0.083 -0.155
O 9.727028 -1.837204 1.166096 -0.019 -0.115 0.096 -0.136
H 9.459089 -3.830407 1.522372 -0.044 0.046 0.003 0.077
H 10.567718 -3.464452 0.184873 0.007 -0.127 0.040 0.077
H 11.093925 -3.233738 1.874714 -0.006 -0.138 -0.005 0.074
H 10.429783 -1.255755 0.866839 -0.014 0.064 -0.032 0.072
N 2.998708 6.685380 5.293786 0.030 -0.206 0.053 -0.638
O 2.010307 7.043156 5.916951 0.106 0.092 -0.068 0.013
O 2.935209 6.581420 4.027687 0.372 -0.573 -0.720 -0.123
O 4.074912 6.408924 5.861618 0.379 -0.325 -0.063 -0.090
Li -2.794283 -0.719454 -4.158025 -0.185 0.269 0.739 0.714
C -7.754613 -2.645063 1.700781 -0.043 0.145 0.143 -0.327
O -6.584014 -2.834541 1.972791 -0.198 -0.248 0.087 0.000
N -8.490363 -3.425882 0.890465 -0.161 0.025 -0.049 -0.195
C -9.883455 -3.144069 0.605678 0.179 -0.206 -0.088 -0.057
C -7.863797 -4.588085 0.283256 0.144 0.137 0.158 -0.036
H -8.318709 -1.791190 2.110224 -0.017 -0.004 -0.011 0.140
H -10.502982 -3.983522 0.927706 -0.098 0.062 -0.029 0.089
H -10.017464 -2.992858 -0.467234 -0.116 0.032 0.019 0.090
H -10.203300 -2.247107 1.131003 0.050 0.011 0.020 0.084
H -7.497044 -5.257747 1.061873 0.034 -0.054 -0.067 0.094
H -7.015111 -4.273484 -0.325242 0.009 -0.090 -0.030 0.089
H -8.583145 -5.113019 -0.339780 -0.050 0.044 0.011 0.085

=====

# 2
8
Properties=species:S:1:pos:R:3:forces:R:3:lowdin_charge:R:1 method="wB97M-V/def2-TZVPD" largest_force_ev_per_a=2.1 total_energy_ev=-15153.72201 relative_energy_ev=2.8989 total_charge=0 smiles=C1OP1.F
C -0.162449 -0.003485 0.772468 0.941 -0.856 -0.751 -0.408
O -0.607779 -0.628855 -0.426147 -0.022 0.081 0.335 -0.468
F 0.464148 1.872958 -2.240389 -0.158 0.496 1.330 -0.092
P 0.607709 -1.605994 0.257208 0.751 1.362 -1.374 0.872
H 0.371577 0.964400 0.541094 -0.542 -1.217 0.985 0.074
H -0.721464 -0.228543 1.674305 -0.527 0.984 -0.130 0.050
H 0.316920 2.169930 -1.350256 0.153 -0.455 -1.408 0.084
H -0.268661 -2.540410 0.771719 -0.594 -0.394 1.013 -0.111

=====

Number 1: HOMO-LUMO gap 2.5721 eV, highest occupied orbital energy -7.704 eV, LUMO -5.13 eV. Number 2: HOMO-LUMO gap 10.2116 eV, highest occupied orbital energy -9.714 eV, LUMO 0.50 eV.